217
Properties=species:S:1:pos:R:3 method="wB97M-V/def2-TZVPD" orbital_gap_ha=0.122 total_energy_ev=-131908.4635 fmax_ev_per_a=2.7 homo_ha=-0.264 total_charge=+1
C 3.65 -3.95 2.56
C 3.18 -4.77 3.77
C 2.93 -6.24 3.39
C 1.97 -4.11 4.44
C 0.66 -4.46 4.11
C -0.41 -3.72 4.59
C -1.82 -3.89 4.06
C -2.03 -5.21 3.32
C -2.28 -2.70 3.22
C -0.17 -2.70 5.55
C -1.28 -2.00 6.18
N -2.10 -2.59 7.14
C -2.32 -4.01 7.34
C -3.53 -4.59 6.91
C -4.66 -3.72 6.35
C -5.60 -3.31 7.48
C -5.40 -4.35 5.17
C -3.70 -5.97 7.00
C -2.65 -6.78 7.44
C -1.46 -6.20 7.88
C -1.32 -4.82 7.91
C -0.14 -4.15 8.61
C 0.99 -5.15 8.92
C -0.57 -3.38 9.84
N -2.96 -1.67 7.66
N -2.64 -0.50 7.05
C -3.43 0.66 7.38
C -4.44 1.07 6.49
C -4.84 0.20 5.30
C -4.40 0.84 4.00
C -6.34 -0.10 5.28
C -5.13 2.25 6.74
C -4.93 2.93 7.93
C -4.03 2.43 8.88
C -3.27 1.30 8.62
C -2.39 0.77 9.76
C -0.95 0.49 9.35
C -3.01 -0.43 10.47
C -1.66 -0.68 6.03
C -1.19 0.23 5.08
C 1.16 -2.37 5.93
C 1.49 -1.25 6.92
C 2.03 -0.02 6.18
C 2.47 -1.68 8.02
C 2.21 -3.07 5.33
H 3.88 -2.92 2.86
H 4.55 -4.39 2.12
H 2.86 -3.90 1.79
H 3.99 -4.75 4.52
H 2.53 -6.79 4.25
H 2.22 -6.32 2.56
H 3.87 -6.70 3.08
H 0.50 -5.30 3.43
H -2.46 -3.92 4.94
H -1.78 -6.06 3.96
H -3.08 -5.32 3.02
H -1.41 -5.24 2.41
H -2.14 -1.75 3.74
H -1.70 -2.66 2.28
H -3.34 -2.79 2.97
H -4.18 -2.81 5.98
H -5.05 -2.68 8.19
H -6.46 -2.74 7.10
H -5.97 -4.20 8.01
H -4.71 -4.63 4.37
H -5.95 -5.25 5.49
H -6.12 -3.63 4.76
H -4.65 -6.42 6.71
H -2.76 -7.86 7.45
H -0.64 -6.83 8.24
H 0.26 -3.42 7.89
H 1.30 -5.67 8.01
H 1.86 -4.64 9.33
H 0.65 -5.89 9.65
H -1.35 -2.64 9.59
H -0.99 -4.06 10.60
H 0.27 -2.83 10.29
H -4.32 -0.76 5.42
H -3.32 1.02 4.01
H -4.64 0.20 3.14
H -4.90 1.81 3.87
H -6.68 -0.50 6.25
H -6.93 0.80 5.07
H -6.58 -0.85 4.51
H -5.86 2.60 6.00
H -5.49 3.84 8.15
H -3.92 2.92 9.85
H -2.36 1.59 10.49
H -0.51 1.35 8.82
H -0.33 0.27 10.23
H -0.91 -0.38 8.68
H -3.96 -0.16 10.94
H -3.21 -1.24 9.75
H -2.34 -0.82 11.25
H -1.54 1.26 5.10
H -0.45 -0.15 4.39
H 0.55 -0.98 7.40
H 1.28 0.36 5.47
H 2.27 0.79 6.88
H 2.94 -0.28 5.62
H 2.12 -2.57 8.56
H 3.45 -1.92 7.58
H 2.61 -0.88 8.75
H 3.24 -2.79 5.57
C 1.31 8.84 -2.76
N 2.18 8.20 -3.72
C 2.99 9.12 -4.50
C 2.37 6.86 -3.81
C 3.43 6.35 -4.61
C 3.60 4.98 -4.76
C 2.71 4.06 -4.18
C 2.83 2.60 -4.43
C 4.08 2.03 -4.93
C 4.68 0.82 -4.66
C 4.06 -0.34 -4.10
C 4.21 -1.57 -4.80
C 3.89 -2.77 -4.22
C 3.26 -2.79 -2.95
N 2.85 -3.96 -2.38
C 2.16 -3.95 -1.10
C 3.02 -5.23 -3.04
C 2.99 -1.55 -2.30
C 3.38 -0.35 -2.87
Pd 1.47 2.44 -6.08
P 1.72 3.59 -7.98
C 1.40 2.63 -9.47
C 0.32 2.93 -10.32
C 0.12 2.20 -11.48
C 0.98 1.15 -11.81
C 2.03 0.81 -10.95
C 2.22 1.53 -9.77
C 0.56 4.96 -7.89
C 0.30 5.78 -9.00
C -0.59 6.85 -8.87
C -1.19 7.13 -7.63
C -0.89 6.34 -6.52
C -0.03 5.25 -6.65
C 3.34 4.35 -8.17
C 3.49 5.74 -8.12
C 4.75 6.32 -8.26
C 5.88 5.52 -8.44
C 5.74 4.13 -8.50
C 4.48 3.54 -8.34
P -0.09 0.81 -6.02
C -0.79 1.07 -4.39
C -2.01 1.74 -4.22
C -2.44 2.08 -2.93
C -1.63 1.80 -1.83
C -0.39 1.18 -1.99
C 0.01 0.76 -3.27
C -1.36 1.01 -7.28
C -1.79 -0.08 -8.05
C -2.73 0.10 -9.06
C -3.26 1.37 -9.31
C -2.83 2.47 -8.56
C -1.89 2.29 -7.54
C 0.44 -0.90 -6.02
C -0.02 -1.82 -5.05
C 0.32 -3.17 -5.15
C 1.10 -3.62 -6.21
C 1.58 -2.71 -7.16
C 1.26 -1.36 -7.07
C 1.67 4.57 -3.36
C 1.51 5.92 -3.16
H 0.62 8.13 -2.29
H 1.88 9.34 -1.96
H 0.72 9.62 -3.28
H 3.05 8.81 -5.56
H 2.53 10.12 -4.46
H 4.02 9.19 -4.11
H 4.14 7.02 -5.09
H 4.45 4.63 -5.35
H 2.17 1.97 -3.80
H 4.68 2.73 -5.54
H 5.66 0.67 -5.18
H 4.63 -1.57 -5.80
H 4.06 -3.71 -4.75
H 1.19 -3.41 -1.18
H 1.96 -4.98 -0.78
H 2.77 -3.44 -0.34
H 4.05 -5.38 -3.37
H 2.77 -6.02 -2.32
H 2.36 -5.32 -3.91
H 2.46 -1.54 -1.34
H 3.25 0.58 -2.32
H -0.36 3.74 -10.07
H -0.71 2.44 -12.14
H 0.84 0.59 -12.74
H 2.69 -0.02 -11.20
H 3.01 1.23 -9.08
H 0.78 5.59 -9.96
H -0.82 7.47 -9.73
H -1.89 7.96 -7.53
H -1.32 6.55 -5.55
H 0.16 4.60 -5.78
H 2.62 6.38 -7.96
H 4.86 7.41 -8.21
H 6.87 5.97 -8.54
H 6.62 3.50 -8.66
H 4.39 2.45 -8.34
H -2.61 1.99 -5.09
H -3.40 2.56 -2.79
H -1.96 2.07 -0.82
H 0.27 1.01 -1.14
H 0.95 0.22 -3.41
H -1.37 -1.07 -7.87
H -3.06 -0.75 -9.66
H -3.99 1.52 -10.11
H -3.22 3.46 -8.76
H -1.54 3.15 -6.96
H -0.67 -1.49 -4.24
H -0.04 -3.87 -4.40
H 1.34 -4.68 -6.31
H 2.21 -3.07 -7.98
H 1.61 -0.65 -7.82
H 0.99 3.86 -2.88
H 0.73 6.27 -2.49